1.
Below is C40H43IrN4OP2S2Se as an isolated structure in a non-equilibrium geometry, with properties calculated with the ωB97M-V functional and the def2-TZVPD basis.

As for the lowest unoccupied orbital energy: -0.281 hartree. The value obtained for the energy above the lowest of the compared OMol25 structures with the same formula, charge and spin is 1.140 eV. Its total charge is +2.

Last column: Mulliken charge in e.
CARTESIAN COORDINATES (ANGSTROEM)
C1 -2.565772 -3.163098 -6.037810  -0.717
H1 8.110996 2.109996 2.025902  0.366
Ir1 -1.037131 -0.347472 0.828581  2.764
C2 4.943539 1.102722 3.704415  -0.982
C3 0.886594 -2.295270 -1.424568  -0.560
H2 6.468727 2.278816 1.403234  0.196
C4 -1.636134 -1.426459 -4.071210  0.274
C5 0.668466 2.979809 -1.047911  -1.020
C6 1.287735 3.508444 -2.167680  -0.908
H3 -5.892309 1.338150 -4.038218  0.387
H4 0.061963 -4.082946 -2.223558  0.433
H5 3.052686 3.520805 -3.382565  0.449
H6 4.875615 2.139661 4.041954  0.352
C7 3.958834 0.822689 2.572429  -0.046
C8 0.229124 -3.486978 -1.336372  -0.440
H7 0.548362 5.928319 2.858777  0.457
H8 -0.451594 -3.562428 1.995073  0.524
N1 -5.335136 0.370120 0.837602  -0.451
C9 0.827877 -1.712928 5.105096  -0.192
C10 -1.209561 4.875221 3.500075  -0.622
H9 -5.849061 -0.607378 -2.459982  0.269
H10 -0.771688 -4.895578 -0.032047  0.480
H11 -4.771696 -1.461129 -3.582895  0.220
H12 3.044656 -3.675870 6.729960  0.456
H13 -0.521612 -0.488965 -5.641989  0.478
C11 2.561815 -3.164021 5.908493  -0.465
H14 -6.508519 -0.129642 -4.751334  0.407
H15 0.776310 4.251384 -2.763860  0.497
H16 1.720873 -0.633649 -0.321552  0.425
H17 -2.923584 -3.836580 -6.804231  0.443
P1 0.643957 -0.949265 2.463509  -0.494
Se1 -2.999284 -1.041024 2.093002  -0.150
H18 3.925033 -3.940377 4.439756  0.465
N2 -3.940835 0.201951 -2.600128  0.308
C12 -5.085907 -0.480508 -3.230808  -0.111
H19 -3.634732 -4.142072 -4.448260  0.518
P2 0.456719 1.345925 1.134705  -1.195
C13 1.330656 2.025514 -0.270471  1.751
C14 1.447912 -2.371367 6.153180  -0.823
H20 -1.998980 1.694123 2.681961  0.078
H21 1.412561 4.047833 1.533385  0.557
H22 2.829053 -2.794376 2.551937  0.496
C15 2.567812 3.097136 -2.513319  -0.670
H23 2.286732 2.100414 3.151750  0.474
C16 1.338381 -1.863915 3.816033  0.231
C17 7.065238 2.202733 2.311143  -0.796
C18 3.234719 2.157484 -1.739564  -1.261
C19 -4.589470 0.459137 -5.535883  -0.894
C20 -4.452588 -0.177351 1.334467  0.328
C21 -0.005301 5.000437 2.818713  -0.810
H24 4.187739 1.459140 1.715282  0.219
H25 -3.896137 1.201815 -2.749384  0.326
H26 -1.247480 -0.763871 -3.306014  0.558
C22 -1.217282 -1.275981 -5.383468  -1.028
C23 -1.436644 2.616456 2.719891  -0.409
C24 -2.971410 -3.333315 -4.725326  -0.525
H27 -4.385227 -0.521480 -5.969486  0.176
S1 6.658623 0.733605 3.275230  -0.070
H28 -1.593649 5.710860 4.069731  0.426
S2 -2.139098 0.827398 -0.823529  -0.556
C25 -0.245244 -3.952687 -0.085554  -0.719
C26 -1.690022 -2.136029 -6.365475  -0.517
C27 -2.519851 -2.452912 -3.744138  0.409
H29 1.062401 -2.268075 7.157751  0.455
C28 3.061505 -3.314985 4.619067  -0.962
C29 -3.130265 -0.281445 -1.693842  -0.190
C30 0.639840 -1.969556 0.981344  -0.483
H30 -4.969625 1.104924 -6.325214  0.411
C31 2.449528 -2.671327 3.559054  -0.359
C32 0.483471 3.938089 2.078693  -0.442
N3 1.533316 0.447557 2.093175  1.331
H31 -2.867482 3.597775 3.972282  0.480
H32 -0.041083 -1.092969 5.287423  0.449
H33 6.949366 3.102193 2.913983  0.277
C33 -1.925450 3.687839 3.448897  -0.783
C34 -0.063866 -3.211415 1.045544  -0.695
H34 2.379186 0.577229 4.006443  0.474
H35 -1.367892 -2.010698 -7.390523  0.438
H36 -3.634472 0.873765 -5.204392  0.264
H37 1.257537 -1.942365 -2.377306  0.539
C35 -5.594158 0.348353 -4.397348  -0.894
C36 1.110027 -1.519414 -0.261298  0.173
H38 -0.321890 3.321845 -0.772149  0.512
H39 -2.913879 -1.897172 -0.492122  0.010
O1 -3.076159 -3.822698 -1.884697  -0.588
H40 3.156946 0.903835 -0.010165  0.551
C37 -0.232244 2.734461 2.027560  1.279
H41 4.083045 -0.217149 2.249645  0.286
H42 4.239282 1.852339 -1.999857  0.532
C38 2.619602 1.618127 -0.621666  -0.519
C39 -2.930651 -2.719156 -2.343229  -0.002
N4 -3.076318 -1.622783 -1.453633  0.320
C40 2.523393 1.041616 3.025941  -1.064
H43 4.710619 0.470082 4.563964  0.438

Atomic forces in eV per Å
-0.01 -0.01 0.00
0.01 -0.01 0.00
0.49 -0.74 2.02
0.04 -0.01 -0.05
0.02 0.09 0.00
-0.01 0.00 -0.01
0.00 -0.02 -0.01
-0.06 -0.02 0.00
-0.02 0.00 0.02
0.01 0.00 0.01
0.00 -0.02 0.01
0.00 0.00 0.00
-0.01 0.00 0.01
0.08 -0.04 0.09
-0.03 -0.05 0.00
0.01 0.00 0.00
0.04 0.00 0.03
-0.01 -0.02 -0.05
0.03 0.00 0.04
-0.01 0.01 0.01
-0.02 -0.01 -0.03
-0.01 -0.02 -0.02
-0.04 0.05 0.00
0.00 0.00 0.01
0.01 0.01 0.00
0.01 0.00 -0.01
-0.01 0.03 0.00
-0.01 0.01 0.00
0.13 -0.03 -0.01
0.00 0.00 -0.01
-0.40 -0.14 -1.54
0.27 0.62 -0.10
0.01 -0.01 0.01
0.04 -0.05 -0.03
-0.04 -0.07 0.02
0.00 0.00 0.01
-0.34 0.08 -0.08
0.09 -0.02 0.01
-0.01 -0.01 0.03
-0.03 0.00 0.00
0.01 0.01 -0.01
-0.01 0.01 0.01
0.02 0.01 -0.02
0.02 -0.01 -0.04
-0.31 0.22 0.07
-0.01 -0.01 0.01
0.02 0.00 0.01
0.03 -0.02 -0.02
0.21 -0.08 -0.14
0.01 -0.03 -0.01
0.02 -0.01 0.04
0.01 0.02 0.02
0.00 0.00 0.00
0.00 0.01 0.01
-0.07 -0.04 0.05
0.02 0.01 0.00
0.02 -0.01 0.00
-0.03 0.02 0.00
0.00 0.00 0.00
-0.27 0.05 -0.54
-0.05 0.04 0.00
0.01 0.01 -0.03
0.02 -0.01 0.03
0.00 -0.01 0.01
0.01 -0.04 0.01
0.00 0.19 -0.12
0.36 -0.44 0.10
-0.01 -0.01 -0.01
0.04 0.00 0.04
0.02 -0.02 -0.03
-0.10 0.23 0.42
0.00 -0.01 0.00
0.00 0.02 -0.01
0.00 0.00 0.00
0.01 0.02 0.01
0.10 -0.11 -0.07
-0.01 0.03 -0.06
0.00 0.00 -0.01
0.00 0.02 0.01
0.02 0.03 0.01
-0.05 -0.02 0.03
-0.50 0.43 -0.19
-0.01 0.00 0.00
-0.03 0.00 0.03
0.05 0.05 -0.02
-0.06 0.00 -0.06
0.12 0.02 0.02
-0.02 0.06 0.02
0.00 0.00 0.00
0.00 -0.02 0.06
-0.09 -0.09 -0.01
0.06 -0.02 -0.01
0.18 -0.09 0.02
0.00 -0.01 0.00



2.
Below is BrCa5O24P6Zn2 as an isolated structure in a non-equilibrium geometry, with properties calculated with the ωB97M-V functional and the def2-TZVPD basis.

As for the lowest unoccupied orbital energy: 0.242 hartree. Its total charge is -5.

Last column: Mulliken charge in e.
CARTESIAN COORDINATES (ANGSTROEM)
O1 -8.005737 20.883073 -14.311550  0.641
P1 -9.575851 18.372981 -12.273519  0.892
O2 -9.917219 21.582126 -21.341286  -0.785
O3 -11.932110 21.775794 -12.098402  -0.720
O4 -8.898827 21.517674 -16.494550  0.653
O5 -3.962504 22.813189 -13.074047  -0.601
O6 -8.914447 24.683861 -13.986176  -0.910
Zn1 -7.245796 20.927684 -12.599296  1.053
Br1 -7.394750 22.252520 -18.829390  -0.610
O7 -10.619441 23.120949 -10.468501  -0.935
O8 -5.451014 21.047323 -13.879839  0.162
P2 -10.932408 21.441708 -20.174323  0.479
Ca1 -6.525543 21.591578 -15.804589  0.424
O9 -3.702910 20.465717 -12.115904  -0.757
O10 -10.589329 17.925766 -13.323101  -0.974
P3 -7.693362 24.337111 -14.873249  -0.185
P4 -4.025420 21.271062 -13.342412  0.098
O11 -12.229473 22.177149 -20.511191  -0.839
O12 -12.835622 22.867004 -9.800580  -0.811
Ca2 -11.338473 20.039872 -13.612662  1.070
P5 -9.221048 20.819559 -15.191040  -0.652
O13 -11.148263 19.880955 -20.102127  -0.925
O14 -9.589380 19.927814 -12.094038  -0.436
Ca3 -10.226520 19.631634 -18.108288  1.053
P6 -11.778970 22.088119 -10.585499  0.658
O15 -6.899871 25.582332 -15.323187  -0.889
O16 -10.443096 21.789279 -18.750452  0.034
Zn2 -9.567497 22.961148 -17.467561  0.239
O17 -6.885941 23.236792 -14.156608  -0.166
Ca4 -8.866371 17.466167 -14.925296  1.914
O18 -2.896096 21.048187 -14.335484  -0.753
O19 -9.350811 17.575317 -10.972793  -0.840
O20 -10.217712 21.810634 -14.461291  -0.600
O21 -8.306895 23.941355 -16.232365  -0.091
O22 -11.281822 20.921885 -9.635938  -0.755
Ca5 -10.232244 23.257192 -12.834644  1.484
O23 -9.835570 19.448405 -15.485256  -0.653
O24 -8.204503 18.009764 -12.923888  -0.964

Atomic forces in eV per Å
0.28 -2.41 -0.68
5.40 -1.84 6.35
-0.29 0.46 1.98
-0.90 -0.96 -2.15
0.62 -4.14 0.31
-0.04 -0.87 0.20
-0.97 -0.37 1.29
1.05 -0.24 -1.26
1.15 -0.34 -0.29
2.04 0.98 -2.95
-2.84 -2.14 -0.01
-1.13 0.70 -7.33
0.89 2.51 0.01
-0.95 -0.96 1.16
-2.26 -0.52 -1.53
0.16 4.82 -0.14
3.42 3.31 1.65
0.13 -0.18 1.13
-2.43 -0.52 -1.41
-1.06 1.26 2.23
-1.72 5.46 1.01
-0.02 -1.55 2.51
-0.14 -0.10 -1.33
0.33 1.36 -0.93
2.26 0.11 7.05
0.21 -0.95 1.44
0.35 0.36 3.02
1.79 1.66 -0.44
-0.20 -0.99 -0.71
-0.05 0.34 1.77
-0.27 -0.65 -1.74
-2.65 0.92 -1.09
-0.44 -3.02 -1.62
-1.66 -2.21 -2.58
-1.46 0.10 -2.39
0.42 1.16 1.57
-0.56 -0.89 -0.57
1.50 0.33 -3.54



3.
Below is a 2-piece molecular cluster, C9H20N2O4S overall in a non-equilibrium geometry, with properties calculated with the ωB97M-V functional and the def2-TZVPD basis.

As for the lowest unoccupied orbital energy: 0.017 hartree. The value obtained for the energy above the lowest of the compared OMol25 structures with the same formula, charge and spin is 0.941 eV. The SMILES is CC[C@H](C)[C@H](N)C(=O)O.N[C@@H](CS)C(=O)O.

Last column: natural (NBO) charge in e.
CARTESIAN COORDINATES (ANGSTROEM)
S1 -0.833807 1.624860 2.316958  -0.016
H1 -1.265276 5.885308 -1.740758  0.501
C1 -1.447324 4.386888 -0.592823  0.770
C2 -0.634018 3.523834 0.353021  -0.182
H2 2.571507 -3.116622 0.717772  0.205
O1 -0.705243 5.455522 -1.015531  -0.700
C3 0.622184 -2.142694 -1.172701  -0.216
H3 1.018287 -0.735064 -2.765857  0.202
C4 -0.153134 -4.183562 0.189625  0.783
C5 2.033237 -2.211936 1.017173  -0.615
H4 1.193174 -2.902496 -1.632380  0.212
H5 1.240572 -2.503904 1.627353  0.197
C6 -0.567626 -2.901634 -0.589735  -0.151
N1 -1.344379 -1.964892 0.198437  -0.821
H6 -1.384982 3.843893 2.330298  0.215
H7 -0.402723 -0.365730 -1.811623  0.215
C7 -1.430877 3.151992 1.571555  -0.514
O2 -0.560715 -4.609705 1.236171  -0.599
H8 -0.597958 2.623103 -0.281310  0.237
H9 1.204080 4.155141 -0.169221  0.363
C8 0.151183 -1.157204 -2.241784  -0.589
H10 -0.427848 -1.617739 -2.952412  0.202
H11 2.343239 -1.059946 -0.775861  0.206
C9 1.509417 -1.394809 -0.173024  -0.402
H12 0.117305 2.229994 2.925708  0.116
H13 -2.189466 -2.438220 0.515171  0.366
H14 2.711321 -1.623042 1.624731  0.215
H15 0.602931 4.914602 1.058586  0.351
H16 1.017832 -0.470537 0.206691  0.211
O3 -2.479457 4.073643 -1.140177  -0.590
N2 0.740807 4.010673 0.697557  -0.792
O4 0.781299 -4.885196 -0.508803  -0.697
H17 1.041163 -5.581659 0.046295  0.489
H18 -1.180167 -3.315401 -1.430255  0.222
H19 -2.457414 3.048989 1.277013  0.243
H20 -0.837122 -1.746450 1.084140  0.364

Atomic forces in eV per Å
-1.31 -1.08 -0.59
1.04 -0.70 1.27
0.61 0.35 -1.51
0.61 -0.05 -0.21
-0.07 0.12 -0.14
-1.74 0.71 -1.09
-0.54 0.51 0.10
-0.10 0.00 0.16
0.41 -0.04 -0.57
1.06 0.45 -1.27
1.03 -0.69 -0.70
-1.36 -0.59 1.22
-0.16 -0.22 0.59
-0.32 -0.42 1.17
0.09 1.99 1.52
-0.62 0.87 0.52
0.06 -1.58 -1.27
-0.29 0.59 0.00
0.52 0.00 0.39
0.71 0.06 -0.74
2.18 0.25 1.03
-1.53 -1.21 -1.78
0.38 0.26 -0.04
-0.09 0.03 0.42
1.45 0.58 0.86
0.03 0.23 -0.01
0.11 0.17 0.08
0.04 1.45 0.76
0.09 -0.58 -0.26
0.40 0.35 0.94
-1.88 -1.81 -0.34
-0.68 1.88 -1.27
0.58 -1.88 1.26
0.32 0.48 0.51
-0.57 -0.33 -0.02
-0.44 -0.15 -1.02



no.,highest occupied orbital energy (eV)
1,-12.51
2,4.96
3,-9.19